Here is 2 unconnected molecules or ions with the total composition C2H6O2 from OMol25. Energies are from wB97M-V/def2-TZVPD.

ORCA input file:
```
! wB97M-V def2-TZVPD RIJCOSX def2/J DEFGRID3
* xyz 0 1
H -0.7518 0.6853 -0.8820
C 0.2646 0.4608 -0.5501
H 1.0033 0.7969 -1.2863
O 1.5093 -1.3991 -0.5453
H 0.4381 0.8532 0.4987
O -0.9972 0.9025 1.4153
H -1.3857 1.6710 1.8696
H -0.4164 -1.4582 -1.0127
H -0.0056 -1.3918 0.7393
C 0.3415 -1.1207 -0.2464
*
```

Summary:
- HOMO: -9.175 eV
- Gap between HOMO and LUMO: 5.46 eV
- Total energy: -6258.7801 eV